Record 1
{"formula": "C27H32BrClDyN2O4", "method": "ωB97M-V with the def2-TZVPD basis set", "gap_ev": [4.91, 3.52], "de_lowest_kcal_mol": 0.0, "lumo_energy_ev": [2.51, 2.30], "homo_energy_ha": [-0.08832, -0.04503], "charge": -1, "multiplicity": 6, "elements": ["Dy", "Cl", "N", "N", "C", "C", "C", "C", "C", "C", "H", "H", "H", "H", "H", "H", "C", "C", "C", "C", "H", "H", "H", "H", "H", "H", "O", "H", "H", "O", "H", "H", "C", "C", "C", "H", "H", "C", "C", "H", "C", "C", "C", "C", "H", "C", "H", "H", "H", "H", "H", "H", "H", "H", "Br", "C", "C", "C", "C", "C", "C", "C", "O", "O", "H", "H", "H", "H"], "xyz": [[-0.049, -0.310, 0.491], [-0.289, 0.923, -1.663], [-1.985, -1.375, -0.412], [2.362, 0.662, 0.272], [-2.073, -2.694, -0.296], [3.411, -0.135, 0.307], [-3.146, -0.957, -1.253], [-4.131, -2.081, -0.963], [-2.791, -1.000, -2.731], [-3.626, 0.429, -0.866], [-2.446, -2.002, -3.023], [-1.998, -0.278, -2.940], [-3.687, -0.752, -3.315], [-3.913, 0.454, 0.189], [-4.495, 0.694, -1.481], [-2.835, 1.167, -1.035], [2.882, 2.033, -0.080], [4.383, 1.886, 0.134], [2.296, 3.094, 0.831], [2.643, 2.372, -1.537], [3.031, 1.573, -2.180], [3.166, 3.307, -1.782], [1.577, 2.488, -1.741], [2.385, 2.779, 1.877], [1.246, 3.294, 0.594], [2.865, 4.026, 0.700], [4.600, 0.446, 0.169], [4.723, 2.296, 1.094], [5.012, 2.278, -0.672], [-3.241, -3.221, -0.603], [-4.746, -2.419, -1.806], [-4.768, -1.875, -0.091], [-0.942, -3.586, 0.094], [3.433, -1.622, 0.459], [2.484, -2.249, -0.520], [3.108, -1.835, 1.491], [4.460, -1.979, 0.335], [1.140, -2.201, -0.270], [0.311, -3.226, -0.688], [-1.766, 1.172, 2.010], [0.673, -3.885, -1.885], [1.948, -3.647, -2.406], [-0.293, -4.810, -2.557], [2.889, -2.882, -1.716], [2.235, -4.134, -3.339], [4.296, -2.721, -2.187], [4.433, -3.163, -3.178], [5.003, -3.205, -1.502], [4.570, -1.660, -2.245], [-0.560, -5.657, -1.908], [0.141, -5.215, -3.477], [-1.226, -4.292, -2.825], [-1.240, -4.633, -0.050], [-0.770, -3.433, 1.177], [-3.683, 1.096, 2.763], [-2.907, 2.769, 3.436], [-3.425, 3.312, 4.607], [-2.879, 4.484, 5.159], [-1.829, 5.129, 4.502], [-1.340, 4.626, 3.298], [-1.844, 3.417, 2.781], [-1.276, 2.926, 1.515], [-0.960, 1.552, 1.564], [-1.058, 3.576, 0.518], [-4.252, 2.816, 5.110], [-3.286, 4.877, 6.090], [-1.388, 6.034, 4.923], [-0.561, 5.144, 2.737]]}

Record 2
{"formula": "C27H32ClN3O3PtS", "method": "ωB97M-V with the def2-TZVPD basis set", "gap_ev": [6.14, 4.18], "lumo_energy_ev": [-5.37, -8.94], "homo_energy_ha": [-0.42286, -0.48218], "charge": 2, "multiplicity": 5, "elements": ["Pt", "C", "C", "N", "C", "C", "S", "C", "C", "N", "H", "H", "H", "H", "H", "H", "H", "H", "H", "H", "H", "H", "H", "H", "N", "C", "C", "C", "C", "C", "C", "C", "C", "C", "C", "C", "C", "H", "H", "H", "H", "H", "H", "H", "H", "H", "H", "C", "C", "C", "C", "Cl", "C", "C", "C", "O", "C", "C", "O", "O", "H", "H", "H", "H", "H", "H", "H", "H"], "xyz": [[-0.952, -0.973, 0.434], [0.909, -2.680, 2.424], [-0.374, -2.340, 3.173], [-1.529, -2.220, 2.272], [-2.190, -3.473, 1.862], [-1.437, -4.307, 0.832], [-0.806, -3.359, -0.594], [0.992, -3.620, -0.475], [1.766, -2.434, 0.101], [1.072, -1.813, 1.241], [0.896, -3.716, 2.098], [1.753, -2.578, 3.110], [-0.254, -1.375, 3.669], [-0.549, -3.091, 3.949], [-2.234, -1.653, 2.730], [-3.155, -3.187, 1.444], [-2.380, -4.106, 2.735], [-2.130, -5.041, 0.424], [-0.608, -4.862, 1.265], [1.340, -3.808, -1.489], [1.146, -4.537, 0.091], [1.855, -1.664, -0.664], [2.772, -2.774, 0.371], [1.590, -0.984, 1.505], [-0.678, 1.184, 1.548], [-1.893, 1.916, 1.789], [-2.087, 2.472, 3.045], [-3.213, 3.233, 3.315], [-4.135, 3.466, 2.307], [-3.938, 2.907, 1.057], [-2.832, 2.096, 0.770], [-2.736, 1.430, -0.545], [-3.267, 2.117, -1.699], [-3.179, 1.587, -2.932], [-2.368, 0.359, -3.101], [-2.413, -0.503, -1.911], [-2.388, 0.049, -0.645], [-0.120, 1.177, 2.394], [-0.127, 1.605, 0.807], [-1.337, 2.329, 3.816], [-3.359, 3.648, 4.303], [-5.011, 4.070, 2.496], [-4.689, 3.059, 0.294], [-3.759, 3.072, -1.569], [-3.625, 2.057, -3.796], [-2.505, -0.153, -4.045], [-2.439, -1.573, -2.071], [3.772, 2.193, 0.505], [4.071, 1.594, -0.831], [5.295, 1.078, -1.142], [5.539, 0.534, -2.421], [7.062, -0.041, -2.800], [4.507, 0.459, -3.403], [3.281, 0.964, -3.126], [3.047, 1.573, -1.855], [1.940, 2.168, -1.528], [0.816, 2.196, -2.429], [0.081, 0.861, -2.450], [-0.899, 0.963, -3.292], [0.423, -0.084, -1.763], [4.466, 1.817, 1.254], [2.749, 1.982, 0.812], [3.876, 3.280, 0.466], [6.097, 1.094, -0.416], [4.719, 0.009, -4.363], [2.501, 0.906, -3.871], [1.124, 2.491, -3.431], [0.140, 2.958, -2.048]]}

| no. | calculated total energy (Ha) |
| --- | --- |
| 1 | -5377.8062 |
| 2 | -2415.0739 |